Density functional theory data (the ωB97M-V functional and the def2-TZVPD basis) for a structure of composition C41H44IrN7O5PS3 at a distorted geometry.

The charge is 0. The calculation puts the energy above the lowest of the compared OMol25 structures with the same formula, charge and spin at 19.7 kcal per mole. The HOMO-LUMO gap (alpha / beta) comes out at 5.2 / 5.1 eV. The expectation value of S² is 0.778. The calculation puts the LUMO energy (alpha / beta) at -1.5 / -1.3 eV. As for the multiplicity: 2. The calculation puts the total energy at -3988.44838 hartree.

The geometry in XYZ format:
```
102
C41H44IrN7O5PS3, DFT the ωB97M-V functional and the def2-TZVPD basis
Ir 0.82758 0.54647 0.47701
C -2.57860 3.60087 0.01299
C -2.46252 2.22080 0.58561
N -2.53148 1.23783 -0.23676
N -2.71896 -0.01363 -0.02241
C -1.98767 -1.02211 -0.33168
S -0.52213 -0.98946 -1.22753
S -2.57490 -2.63223 0.04944
C -4.02640 -2.31400 1.12645
C -3.84832 -2.84491 2.51667
C -2.65186 -2.67920 3.20217
C -2.50161 -3.18543 4.48076
C -3.55454 -3.83838 5.09998
C -4.75686 -3.98972 4.43080
C -4.89794 -3.50877 3.14114
C -2.40280 2.00725 2.02342
C -3.13409 2.82667 2.88328
C -3.19568 2.57780 4.23562
C -2.53391 1.47014 4.76435
C -1.79032 0.65561 3.95153
C -1.65797 0.90107 2.55810
O -0.89102 0.15726 1.84346
H -2.50784 3.56441 -1.07026
H -1.79815 4.24875 0.40712
H -3.54122 4.03461 0.28148
H -4.88650 -2.78429 0.64499
H -4.14807 -1.22722 1.11479
H -1.84172 -2.15323 2.71899
H -1.55858 -3.07496 4.99604
H -3.43823 -4.23447 6.09902
H -5.58496 -4.49171 4.90996
H -5.83427 -3.64207 2.61756
H -3.69379 3.65427 2.47066
H -3.77311 3.22708 4.87589
H -2.62236 1.25040 5.81990
H -1.28033 -0.20496 4.36036
N 2.47308 0.69843 -0.47325
C 3.72115 1.05099 -0.54178
C 4.53159 0.72247 -1.66954
C 5.83658 1.14279 -1.74610
C 6.40921 1.90078 -0.72953
C 5.65049 2.21402 0.39462
C 4.34647 1.80276 0.50109
H 4.08937 0.13250 -2.45921
H 6.42827 0.87828 -2.61121
H 7.43412 2.23243 -0.80087
H 6.09298 2.79025 1.19680
H 3.74586 2.03136 1.36936
S 1.39113 1.46665 5.20741
C 0.62366 2.85842 4.55652
C 0.65814 2.82430 3.19999
N 1.29666 1.74981 2.66858
C 1.73196 0.95839 3.59638
H 0.19154 3.59931 5.19406
H 0.21831 3.56335 2.55771
H 2.26880 0.05488 3.39433
C 4.56215 -1.80384 2.03939
O 3.27369 -1.20545 2.05636
P 2.08386 -1.66413 1.06054
O 2.98812 -2.15084 -0.16457
C 2.44620 -2.44867 -1.43715
O 1.73915 -3.19443 1.59654
C 0.96436 -3.35792 2.76397
H 5.00989 -1.60047 3.01304
H 5.16701 -1.35383 1.25124
H 4.50107 -2.87908 1.87385
H 3.27142 -2.82709 -2.04117
H 2.03790 -1.54324 -1.88993
H 1.66023 -3.20172 -1.37156
H 0.44412 -4.31613 2.69376
H 0.24013 -2.54747 2.85971
H 1.60521 -3.35553 3.65109
C -1.94152 -4.05025 -6.83679
C -1.50679 -2.75556 -6.21719
C -0.57393 -2.72792 -5.18908
C -0.17568 -1.53161 -4.62536
C -0.70598 -0.32699 -5.07616
N -0.28659 0.85150 -4.44304
C -0.33694 2.10916 -4.95485
O -0.79330 2.42283 -6.03245
N 0.25369 3.09378 -4.17104
C 0.62653 3.15744 -2.83596
C 1.62354 4.07741 -2.48347
C 1.92753 4.23425 -1.13984
C 1.27239 3.46640 -0.20533
N 0.35104 2.53506 -0.52294
C 0.00907 2.43017 -1.82428
C -1.62624 -0.34158 -6.11883
C -2.01202 -1.54519 -6.67862
H -1.63181 -4.89626 -6.22772
H -1.49456 -4.15408 -7.82542
H -3.02330 -4.07889 -6.95491
H -0.14640 -3.65186 -4.82375
H 0.54577 -1.52768 -3.82239
H 0.23690 0.70834 -3.59048
H 0.44588 3.92735 -4.71256
H 2.12127 4.66085 -3.24343
H 2.66524 4.95679 -0.82491
H 1.50412 3.58599 0.84021
H -0.81075 1.75961 -2.04246
H -2.02609 0.58459 -6.49462
H -2.72381 -1.54651 -7.49373
```

Löwdin population analysis, charges in e, atoms 1 to 4: Ir 1.083; C -0.034; C -0.298; N 0.060

Density functional theory data (the ωB97M-V functional and the def2-TZVPD basis) for a structure of composition C3H5NO2.

The charge is 0. The calculation puts the energy above the lowest of the compared OMol25 structures with the same formula, charge and spin at 103.8 kcal per mole. The HOMO-LUMO gap comes out at 9.2 eV. The calculation puts the LUMO energy at 0.9 eV. As for the multiplicity: 1. The calculation puts the total energy at -322.40886 hartree.

The geometry in XYZ format:
```
11
C3H5NO2, DFT the ωB97M-V functional and the def2-TZVPD basis
O -0.65166 1.22456 1.80108
N -0.43473 -0.09555 1.33179
C 0.05977 -0.04532 0.01759
C 0.24309 -1.10046 -1.04738
O 0.67798 -0.04137 -1.94626
C 0.44663 0.84760 -0.89581
H -1.55604 1.18031 2.13998
H -0.66795 -1.57004 -1.42851
H 1.03373 -1.84266 -0.90485
H 0.27936 -0.47230 1.95459
H 0.56983 1.91522 -1.02223
```

natural (NBO) population analysis, charges in e, atoms 1 to 4: O -0.576; N -0.327; C -0.004; C -0.079

Among the records above, which one has the lowest energy above the lowest of the compared OMol25 structures with the same formula, charge and spin? C41H44IrN7O5PS3